(1)
{"formula": "C27H26CaN5O6P2", "method": "ωB97M-V/def2-TZVPD", "e_above_lowest_kcal_mol": 0.11, "largest_force_ha_per_bohr": 0.00282, "orbital_gap_ha": 0.2954, "e_homo_ev": -11.8, "total_charge": 1, "multiplicity": 1, "elements": ["Ca", "O", "N", "O", "C", "C", "C", "C", "C", "C", "N", "C", "C", "N", "C", "C", "C", "C", "H", "H", "H", "H", "H", "H", "H", "O", "C", "O", "C", "C", "N", "N", "C", "C", "O", "O", "H", "H", "H", "C", "P", "C", "C", "C", "C", "C", "C", "C", "P", "C", "C", "H", "H", "H", "H", "H", "H", "H", "H", "H", "H", "H", "H", "H", "H", "H", "H"], "positions_angstrom": [[-0.302251, -0.289956, 0.212118], [6.432736, -3.579499, 2.965914], [6.141909, -2.594566, 2.328753], [6.886822, -1.672492, 2.062402], [4.770785, -2.519652, 1.786074], [4.219924, -3.670690, 1.370085], [2.920998, -3.666016, 0.768278], [2.298699, -4.842664, 0.311977], [1.047201, -4.768201, -0.239071], [0.437145, -3.511973, -0.348540], [1.011375, -2.391305, 0.047181], [2.232893, -2.460069, 0.622366], [2.814126, -1.234434, 1.142175], [2.064482, -0.109260, 1.076219], [2.566751, 1.007070, 1.567144], [3.826127, 1.088529, 2.163848], [4.593872, -0.043195, 2.241856], [4.093783, -1.250576, 1.717648], [4.764320, -4.598411, 1.483652], [2.808841, -5.792317, 0.413305], [0.527445, -5.651403, -0.580570], [-0.563471, -3.421235, -0.755409], [1.943333, 1.891973, 1.486711], [4.182164, 2.029654, 2.557335], [5.572910, -0.009113, 2.694647], [-4.855024, -1.342004, 4.242611], [-4.222528, -0.252649, 4.626010], [-4.556401, 0.406697, 5.576758], [-3.034057, 0.184873, 3.822858], [-2.296998, 1.290277, 4.184805], [-1.314141, 1.421905, 3.283282], [-1.354738, 0.467390, 2.338141], [-2.402586, -0.295268, 2.658550], [-2.726753, -1.480773, 1.775166], [-3.656617, -2.213499, 2.097836], [-1.981661, -1.608343, 0.750426], [-4.433830, -1.749427, 3.435401], [-2.428632, 1.957755, 5.019833], [-0.582612, 2.110755, 3.278502], [-1.879539, 3.525742, -0.394423], [-0.459569, 2.524448, -0.976466], [0.913931, 3.716075, -0.758603], [-0.735795, 2.489658, -2.789290], [-0.456726, 3.615961, -3.561898], [-0.678882, 3.620429, -4.929101], [-1.195201, 2.491769, -5.544750], [-1.489280, 1.368465, -4.789145], [-1.266908, 1.345413, -3.413495], [-1.675547, -0.137984, -2.419937], [-3.456786, 0.088969, -2.066995], [-1.723787, -1.510226, -3.623124], [-1.925660, 4.472992, -0.933143], [-1.781367, 3.723465, 0.673805], [-2.812635, 2.986497, -0.553881], [0.679386, 4.702598, -1.156455], [1.819605, 3.341651, -1.235612], [1.107523, 3.829915, 0.309272], [-0.056091, 4.508950, -3.100846], [-0.449218, 4.503360, -5.510425], [-1.371480, 2.485571, -6.612118], [-1.895036, 0.498577, -5.287707], [-4.018482, 0.239990, -2.989547], [-3.608210, 0.951642, -1.417936], [-3.828185, -0.794125, -1.545803], [-2.480560, -1.364928, -4.393568], [-1.973362, -2.419403, -3.074723], [-0.748487, -1.643359, -4.090364]], "atomic_forces_ev_per_a": [[0.0830, 0.0035, 0.0435], [0.0036, 0.0076, -0.0070], [-0.0043, -0.0429, -0.0580], [0.0297, -0.0093, 0.0341], [0.0572, 0.0580, 0.0615], [-0.0565, -0.0245, -0.0270], [0.0368, -0.0449, -0.0415], [-0.0331, -0.0010, -0.0049], [0.0477, 0.0118, 0.0064], [0.0106, -0.0367, -0.0220], [-0.0110, -0.0302, 0.1413], [-0.0752, 0.1103, 0.0089], [-0.0606, -0.0437, -0.0254], [0.0526, 0.0412, -0.0377], [0.0010, 0.0119, -0.0115], [-0.0131, -0.0079, -0.0121], [-0.0001, 0.0432, 0.0135], [0.0247, -0.0288, -0.0098], [-0.0011, -0.0059, -0.0042], [0.0019, 0.0038, 0.0036], [-0.0081, 0.0075, -0.0040], [-0.0010, 0.0030, 0.0085], [0.0019, -0.0025, 0.0083], [-0.0095, 0.0043, -0.0056], [-0.0280, -0.0061, -0.0065], [0.0272, 0.0204, 0.0636], [-0.0826, 0.0176, -0.0333], [0.0211, -0.0113, 0.0199], [-0.0017, -0.0077, 0.0135], [0.0022, -0.0281, 0.0194], [-0.0056, 0.0159, 0.0023], [0.0039, 0.0379, 0.0180], [0.0458, -0.0181, -0.0626], [-0.0037, -0.0174, -0.0263], [-0.0023, -0.0133, -0.0136], [-0.0449, -0.0137, -0.0340], [-0.0154, 0.0059, -0.0389], [0.0088, 0.0023, -0.0049], [-0.0080, -0.0003, -0.0079], [0.0087, -0.0074, -0.0208], [-0.0004, 0.0450, 0.0142], [-0.0163, -0.0011, -0.0140], [-0.0133, -0.0540, -0.0005], [-0.0008, 0.0002, -0.0011], [0.0014, 0.0069, 0.0065], [-0.0031, -0.0054, -0.0075], [0.0007, 0.0044, -0.0061], [0.0248, 0.0261, 0.0371], [-0.0007, -0.0461, -0.0101], [0.0185, 0.0133, -0.0027], [-0.0002, 0.0197, 0.0068], [-0.0166, 0.0068, 0.0131], [0.0030, 0.0019, 0.0017], [0.0048, -0.0003, 0.0026], [0.0154, 0.0048, 0.0050], [-0.0015, 0.0014, -0.0018], [-0.0044, 0.0013, 0.0002], [-0.0027, -0.0026, -0.0015], [0.0007, -0.0007, 0.0033], [-0.0009, -0.0046, 0.0017], [-0.0006, 0.0006, 0.0020], [-0.0157, -0.0001, 0.0093], [-0.0009, -0.0077, 0.0009], [0.0069, -0.0044, 0.0035], [-0.0004, -0.0059, -0.0067], [-0.0002, -0.0027, -0.0005], [-0.0001, -0.0014, -0.0023]]}

---

(2)
{"formula": "C27H26CaN5O6P2", "method": "ωB97M-V/def2-TZVPD", "e_above_lowest_kcal_mol": 6.92, "largest_force_ha_per_bohr": 0.01377, "orbital_gap_ha": 0.2892, "e_homo_ev": -11.6, "total_charge": 1, "multiplicity": 1, "elements": ["Ca", "O", "N", "O", "C", "C", "C", "C", "C", "C", "N", "C", "C", "N", "C", "C", "C", "C", "H", "H", "H", "H", "H", "H", "H", "O", "C", "O", "C", "C", "N", "N", "C", "C", "O", "O", "H", "H", "H", "C", "P", "C", "C", "C", "C", "C", "C", "C", "P", "C", "C", "H", "H", "H", "H", "H", "H", "H", "H", "H", "H", "H", "H", "H", "H", "H", "H"], "positions_angstrom": [[0.430753, -0.425118, -0.577187], [-5.017319, -4.504319, 2.349063], [-4.077503, -4.438877, 3.113706], [-3.965735, -5.047036, 4.148305], [-2.940545, -3.556124, 2.711994], [-2.217917, -3.044992, 3.711211], [-1.183018, -2.086845, 3.418045], [-0.432742, -1.505518, 4.454114], [0.498141, -0.553141, 4.153313], [0.646007, -0.180058, 2.814223], [-0.042036, -0.707005, 1.818649], [-0.945333, -1.682675, 2.106278], [-1.673751, -2.361623, 1.012701], [-1.321191, -2.080616, -0.270706], [-1.925653, -2.722529, -1.249658], [-2.919595, -3.678580, -1.039098], [-3.303640, -3.957995, 0.240221], [-2.684056, -3.284754, 1.313547], [-2.437864, -3.324988, 4.731739], [-0.600494, -1.818972, 5.476059], [1.109620, -0.081231, 4.907988], [1.359367, 0.591111, 2.543916], [-1.605356, -2.479772, -2.257258], [-3.360942, -4.184357, -1.885478], [-4.070517, -4.690559, 0.429821], [3.998448, -4.007132, -0.345904], [5.118098, -3.502159, -0.891957], [6.081958, -4.187117, -1.088150], [5.110448, -2.057196, -1.266552], [6.286866, -1.376214, -1.493918], [5.954471, -0.113562, -1.806547], [4.627444, 0.090150, -1.832421], [4.112466, -1.086067, -1.512663], [2.638798, -1.229348, -1.423379], [2.159039, -1.908581, -0.453261], [1.893574, -0.651413, -2.252591], [3.345189, -3.293529, -0.199555], [7.308306, -1.709576, -1.454572], [6.569335, 0.652192, -2.025623], [2.396299, 3.346213, 0.254873], [1.227109, 2.456936, -0.824781], [1.949688, 2.694325, -2.484753], [-0.234399, 3.578362, -0.901254], [-0.023508, 4.958891, -0.845686], [-1.072453, 5.855083, -0.939502], [-2.369475, 5.384857, -1.095494], [-2.594751, 4.022616, -1.153357], [-1.545059, 3.106140, -1.057406], [-1.932601, 1.315503, -1.128158], [-3.074202, 1.151101, -2.534240], [-3.036190, 1.098730, 0.313390], [2.821493, 4.225797, -0.230206], [3.221811, 2.682102, 0.512879], [1.901028, 3.660319, 1.173830], [2.048763, 3.761664, -2.691043], [1.301238, 2.243893, -3.235726], [2.920944, 2.199761, -2.539272], [0.979717, 5.347757, -0.731486], [-0.880738, 6.918159, -0.895344], [-3.197835, 6.075431, -1.170549], [-3.609725, 3.664616, -1.273853], [-3.971828, 1.762072, -2.427023], [-3.385353, 0.108953, -2.623191], [-2.570493, 1.432080, -3.459058], [-3.848866, 1.827753, 0.321726], [-2.469908, 1.208378, 1.239170], [-3.473809, 0.098618, 0.297078]], "atomic_forces_ev_per_a": [[-0.5983, 0.3491, 0.0899], [-0.1840, 0.1355, 0.1490], [0.4811, -0.1564, -0.4955], [-0.0551, 0.0631, 0.2278], [-0.5608, -0.2850, -0.1387], [0.3615, 0.3564, -0.1001], [-0.2971, -0.1869, 0.3816], [-0.0136, -0.0240, 0.0521], [0.0894, 0.1066, -0.1101], [0.0304, 0.1276, -0.0862], [-0.2890, -0.4896, 0.0308], [-0.1213, -0.1562, -0.5807], [0.3360, 0.4548, 0.1487], [-0.1556, -0.0609, 0.5371], [0.0320, 0.0589, -0.0584], [0.0838, 0.0688, -0.1931], [-0.0578, -0.0302, 0.1112], [0.0487, -0.1462, 0.2496], [0.0311, 0.0192, 0.0231], [-0.0199, -0.0171, 0.0153], [-0.0230, -0.0199, 0.0405], [0.0161, -0.0006, 0.0056], [0.0074, -0.0042, -0.0145], [-0.0266, -0.0227, 0.0256], [0.0129, -0.0008, 0.0029], [0.1628, 0.3397, -0.0185], [-0.3584, -0.1167, -0.1477], [0.0641, 0.0238, 0.1016], [0.4099, 0.0212, 0.0706], [0.0148, 0.1194, -0.0324], [-0.2766, -0.0218, 0.0119], [0.1903, -0.0611, -0.1360], [-0.1174, -0.0823, 0.1175], [0.1697, -0.3921, -0.3071], [0.3750, 0.0713, -0.0071], [0.3226, 0.1516, -0.0260], [-0.0717, -0.0632, -0.0553], [0.0282, -0.0869, 0.0225], [0.0038, -0.0433, 0.0126], [0.1416, 0.1743, 0.0359], [-0.2828, -0.2019, 0.0026], [0.0094, 0.0531, 0.0208], [0.1411, 0.1008, -0.0087], [-0.0083, -0.0276, -0.0011], [-0.0687, -0.0171, -0.0070], [0.0537, 0.0086, 0.0138], [0.0144, -0.0465, 0.0118], [-0.0862, -0.0329, -0.0296], [0.3329, -0.0201, 0.1241], [-0.2094, 0.0642, -0.1347], [-0.2104, 0.0632, 0.0627], [-0.0290, 0.0106, 0.0078], [-0.0244, -0.0378, -0.0381], [-0.0099, -0.0425, 0.0129], [0.0482, -0.0241, -0.0407], [-0.0063, -0.0162, 0.0043], [-0.0339, -0.0227, 0.0505], [0.0213, -0.0045, 0.0005], [0.0111, 0.0256, 0.0044], [-0.0144, 0.0183, -0.0052], [-0.0213, 0.0051, 0.0003], [0.0320, 0.0031, 0.0125], [0.0240, -0.0076, 0.0331], [0.0342, -0.0003, 0.0259], [0.0200, -0.0095, -0.0218], [0.0435, 0.0099, -0.0242], [0.0322, -0.0241, -0.0335]]}